{"formula": "C32H59AlCl2F4MgN4O19S", "method": "ωB97M-V/def2-TZVPD", "spin_multiplicity": 1, "orbital_gap_ha": 0.0324, "max_force_ev_per_a": 9.2, "elements": ["C", "H", "C", "C", "O", "C", "H", "H", "H", "H", "H", "C", "N", "Al", "H", "C", "C", "H", "H", "C", "C", "C", "O", "O", "S", "H", "C", "H", "H", "H", "C", "C", "O", "H", "O", "H", "C", "C", "H", "N", "H", "F", "H", "H", "C", "H", "N", "N", "H", "H", "H", "H", "O", "O", "H", "H", "O", "H", "F", "C", "O", "C", "C", "H", "H", "H", "H", "H", "C", "F", "O", "H", "H", "H", "H", "Mg", "H", "H", "C", "O", "Cl", "H", "C", "Cl", "O", "O", "O", "C", "C", "H", "O", "H", "H", "H", "O", "C", "C", "H", "H", "H", "H", "H", "C", "H", "H", "H", "H", "H", "O", "O", "H", "H", "H", "H", "C", "C", "H", "C", "O", "C", "H", "F", "C"], "coordinates": [[0.928, 2.814, 4.042], [-5.079, -2.845, -5.829], [-4.780, 3.171, 2.918], [-2.118, 2.531, 2.519], [1.673, -3.406, 8.078], [3.537, -0.294, 4.353], [-0.153, -4.161, -2.276], [0.588, 3.574, 1.905], [0.329, -1.012, -2.467], [-1.324, 3.861, -1.957], [-5.620, -2.783, -8.461], [2.861, -3.834, 7.403], [-4.777, 4.580, 2.366], [-7.351, 3.411, 4.420], [2.118, 1.626, -2.516], [-1.351, 1.642, 1.325], [-0.326, 3.214, -2.040], [1.798, 4.440, 5.466], [3.189, -6.531, 7.722], [-5.261, -1.767, -5.825], [1.188, 3.807, -4.119], [1.631, -3.172, -2.655], [-4.100, -0.336, -7.343], [1.097, 6.347, -3.505], [2.625, 2.987, -8.317], [-2.763, -1.883, -1.803], [1.192, 4.043, -8.883], [4.639, 0.155, 4.407], [0.687, -4.421, 6.100], [-5.459, -1.204, -9.263], [2.105, 3.937, 4.432], [3.309, -1.139, 2.928], [-5.730, 2.789, 3.817], [-0.532, -1.052, 1.433], [-2.193, -0.251, -1.135], [2.527, -7.099, 6.184], [0.168, 1.319, 1.840], [2.432, -6.327, 6.957], [-1.932, 0.613, 1.307], [0.860, 0.571, 0.703], [1.029, 1.835, 4.676], [1.253, 4.361, -10.216], [0.708, -3.621, 9.865], [3.169, 3.450, 4.449], [0.829, 1.323, -0.629], [-1.158, 5.575, -4.967], [-1.461, 2.462, 0.070], [1.479, -4.630, 5.486], [3.303, -1.001, 5.280], [1.657, -3.743, 5.013], [-1.028, 3.260, -4.282], [2.839, 0.451, -1.236], [2.260, -2.641, 0.480], [-3.061, -0.916, -1.845], [2.801, 0.616, 4.306], [2.014, 4.778, 3.608], [6.551, -5.647, 4.799], [-3.810, 1.105, 3.194], [1.113, 5.241, -8.219], [1.289, -4.231, 9.167], [-7.694, 2.600, 0.364], [-0.634, 1.869, -1.090], [-1.622, 0.887, -1.902], [1.389, 2.344, -0.324], [0.640, -5.035, 8.816], [1.889, 0.551, 0.976], [-1.745, 2.155, 3.588], [3.102, -1.724, -3.629], [1.814, 0.735, -1.781], [-3.952, -3.135, -9.067], [3.831, 3.784, -8.584], [0.198, 1.771, -3.867], [-0.092, 3.332, 4.384], [3.237, -1.665, -1.733], [3.637, -4.121, 8.126], [-6.489, -3.829, -4.844], [-4.191, 5.135, 3.040], [-1.232, 0.436, -2.908], [1.004, 2.605, 2.417], [-0.251, 5.633, -5.418], [-2.535, -2.118, -3.697], [0.058, -1.292, -0.335], [1.363, -0.519, -2.666], [-3.128, -2.241, -5.966], [5.470, -7.316, 5.754], [5.881, -7.196, 3.509], [0.480, -3.535, -1.814], [2.628, -4.941, 6.349], [0.702, 5.360, -4.316], [2.003, 3.795, -3.251], [4.376, -1.214, 2.129], [1.446, -6.454, 7.410], [-4.600, -1.303, -5.085], [-4.298, 4.496, 1.427], [1.996, -4.083, -3.596], [-4.969, -1.193, -7.185], [-0.110, 2.876, -3.623], [0.540, 3.879, -1.618], [-3.937, 1.563, 1.370], [-6.298, -1.558, -5.548], [-7.142, 3.090, 0.946], [3.526, -4.989, 5.721], [-3.711, 2.023, 2.444], [2.148, 2.532, 2.084], [-2.576, 1.540, -2.209], [3.238, -2.946, 6.882], [1.717, 3.333, -5.062], [2.152, -4.639, 9.702], [2.397, 2.749, -6.885], [1.995, -1.759, 2.706], [-2.001, 3.685, 2.370], [-6.839, -1.496, -8.180], [6.710, -5.627, 3.833], [0.054, 0.569, 2.762], [1.617, -1.791, 1.285], [-5.779, -1.708, -8.344], [1.355, -0.185, -3.813], [0.377, -0.839, 0.689], [2.553, 1.761, -9.124], [5.917, -6.807, 4.701], [-2.475, 2.562, -0.236], [-0.025, 3.437, -8.700], [2.474, -1.767, -2.614]], "lowdin_charge": [-0.255, -0.107, -0.195, -0.117, -0.206, 0.016, 0.125, 0.132, 0.080, 0.137, 0.062, -0.192, 0.127, 0.800, 0.139, -0.264, -0.110, 0.095, 0.084, -0.425, -0.092, -0.260, 0.047, -0.023, 0.495, 0.023, -0.574, 0.123, 0.066, 0.102, -0.123, -0.267, -0.306, 0.170, -0.241, 0.082, -0.187, -0.070, 0.139, -0.058, 0.103, 0.086, 0.084, 0.083, -0.140, 0.125, 0.021, 0.038, 0.101, 0.049, 0.138, 0.144, 0.080, -0.260, 0.052, 0.089, 0.085, 0.149, 0.075, -0.110, -0.419, -0.292, -0.086, 0.175, 0.073, 0.182, 0.123, 0.155, -0.100, -0.513, -0.331, 0.100, 0.106, 0.118, 0.124, 0.969, 0.128, 0.117, -0.150, -0.015, 0.365, 0.140, -0.175, 0.503, 0.058, 0.041, -0.041, -0.417, -0.271, 0.119, 0.019, 0.061, 0.009, 0.119, -0.028, -0.558, -0.157, 0.129, 0.153, 0.052, -0.233, 0.133, -0.076, 0.141, 0.169, 0.099, 0.103, 0.093, -0.375, 0.000, 0.125, 0.085, 0.110, 0.177, -0.179, -0.051, 0.146, 0.002, -0.328, -0.830, 0.135, 0.077, -0.070]}



{"formula": "C32H59N4O10P2PtS", "method": "ωB97M-V/def2-TZVPD", "spin_multiplicity": 5, "de_lowest_kcal_mol": 32.4, "orbital_gap_ha": [0.2445, 0.2336], "total_charge": 1, "s2": 6.019, "max_force_ev_per_a": 2.0, "elements": ["H", "C", "H", "O", "H", "C", "P", "C", "H", "H", "S", "H", "H", "C", "H", "C", "H", "H", "H", "H", "C", "H", "H", "H", "C", "H", "H", "H", "C", "C", "H", "H", "H", "H", "H", "H", "C", "H", "H", "C", "H", "C", "H", "H", "H", "C", "H", "H", "N", "C", "C", "C", "C", "H", "N", "C", "H", "H", "H", "O", "O", "H", "N", "O", "H", "N", "H", "O", "C", "H", "H", "C", "C", "H", "C", "H", "H", "Pt", "P", "H", "C", "C", "C", "O", "O", "C", "H", "H", "H", "C", "H", "H", "H", "C", "O", "H", "C", "H", "H", "H", "H", "O", "C", "H", "C", "O", "H", "C", "H"], "coordinates": [[-1.921, -0.286, -5.628], [1.214, -3.454, -2.768], [1.336, 1.513, 2.219], [2.977, -1.895, 0.000], [3.482, 1.663, -4.011], [0.097, -4.091, -3.279], [1.815, -1.503, 1.034], [2.192, -0.093, 3.332], [-2.107, 2.098, -6.168], [1.839, 3.404, -3.504], [-1.019, 2.175, 0.256], [-1.069, 3.116, -5.148], [0.959, 3.425, -1.982], [-1.242, 2.106, -5.507], [-4.507, 3.456, 0.937], [2.528, 1.928, -2.082], [3.732, 2.557, -0.398], [4.992, -0.991, 1.499], [2.071, 2.071, 0.038], [5.573, -3.769, -0.891], [-5.342, 2.847, 0.586], [2.613, 4.091, -2.057], [6.232, -2.089, 0.859], [-4.130, -3.747, 0.017], [0.654, 6.083, 1.520], [0.146, 0.301, 2.710], [-5.695, 1.602, 2.974], [-3.797, -2.214, 3.392], [3.766, 1.686, -2.959], [1.946, 3.311, -2.423], [-1.783, -2.958, -0.327], [-2.532, -0.621, -2.778], [5.453, -0.903, -0.208], [3.852, -3.068, 2.388], [-0.928, -2.092, 0.963], [-3.947, 1.767, 2.710], [-1.023, -3.337, -3.598], [1.099, 5.058, 3.360], [4.957, -4.184, 1.560], [1.756, -1.182, 4.307], [1.032, -1.831, 3.819], [0.150, 5.854, 0.227], [0.101, -5.161, -3.441], [-1.265, -3.807, 1.146], [3.205, -4.257, 1.263], [0.706, 5.008, 2.354], [-3.693, -4.596, 1.514], [-4.988, -3.385, 1.526], [-1.871, -0.049, -4.652], [-0.275, 3.659, 0.677], [1.025, 0.854, 3.038], [1.153, -2.088, -2.555], [-1.015, -1.972, -3.363], [0.301, 2.987, 2.522], [0.256, 3.812, 1.928], [-2.997, -2.558, 1.413], [-2.371, -3.269, 3.352], [4.225, 0.038, 4.048], [4.218, 0.726, -2.707], [0.957, -0.506, 0.271], [-1.888, 0.495, 1.576], [0.106, 6.653, -0.504], [0.056, -1.377, -2.823], [-1.254, 1.577, -3.175], [3.672, 1.467, 3.165], [-0.293, 4.680, -0.168], [-6.258, 3.192, 1.064], [-3.591, -1.334, 0.870], [-5.097, 1.381, 0.921], [-4.701, 0.167, 2.668], [-5.432, 2.972, -0.493], [-6.268, 0.516, 0.465], [-2.828, -2.381, 2.918], [2.611, -1.785, 4.614], [-2.195, -1.095, -3.698], [-0.364, 1.781, -6.068], [-2.187, -1.520, 3.108], [-0.100, 0.419, -1.390], [-2.790, -0.025, 0.482], [-3.008, -1.696, -4.102], [2.928, 1.850, -0.602], [4.047, -3.593, 1.454], [4.570, -3.354, -0.973], [1.578, 0.959, -2.401], [-3.943, 0.994, 0.120], [3.374, 0.700, 3.882], [0.785, 1.429, 3.938], [-6.453, 0.682, -0.597], [0.993, 7.060, 1.827], [4.212, -2.602, 0.305], [4.537, -2.679, -1.831], [1.303, -0.734, 5.193], [3.867, -4.173, -1.130], [-1.451, 1.186, -4.328], [1.095, -2.649, 1.622], [3.263, 0.840, -0.366], [-4.842, 1.218, 2.416], [4.497, 2.479, -2.801], [2.115, -3.996, -2.523], [-7.167, 0.757, 1.030], [-6.018, -0.534, 0.612], [-2.073, -0.243, -0.846], [-1.660, -2.871, 0.755], [1.993, -1.540, -2.151], [-4.020, -3.644, 1.097], [2.682, -0.659, 2.103], [3.111, 1.172, 4.829], [5.295, -1.578, 0.636], [-1.898, -3.808, -4.026]], "lowdin_charge": [0.151, -0.016, 0.056, -0.182, 0.089, -0.028, 0.287, -0.613, 0.089, 0.090, 1.004, 0.087, 0.048, 0.019, 0.083, -0.683, 0.098, 0.070, 0.047, 0.092, -0.023, 0.094, 0.092, 0.088, -0.003, 0.066, 0.097, 0.087, -0.019, -0.013, 0.086, 0.095, 0.084, 0.078, 0.041, 0.083, -0.005, 0.148, 0.095, -0.017, 0.071, -0.054, 0.118, 0.099, 0.088, -0.014, 0.094, 0.088, 0.092, -0.638, -0.047, -0.103, -0.245, 0.113, 0.115, -0.591, 0.097, 0.090, 0.084, -0.410, -0.356, 0.132, 0.031, -0.052, 0.085, 0.097, 0.093, -0.137, -0.607, 0.076, 0.091, -0.016, -0.014, 0.093, -0.099, 0.094, 0.077, 1.254, 0.248, 0.133, -0.021, -0.030, -0.030, -0.186, -0.161, -0.023, 0.100, 0.092, 0.120, -0.607, 0.086, 0.092, 0.076, -0.497, -0.254, 0.073, -0.027, 0.092, 0.098, 0.094, 0.079, -0.426, -0.040, 0.094, -0.021, -0.171, 0.089, -0.022, 0.119]}